Record 1
21
Properties=species:S:1:pos:R:3:mulliken_charge:R:1 method="wB97M-V/def2-TZVPD" gap_ev=9.05 homo_ev=-12.98 charge=+1 de_lowest_ev=0.355
N -0.65 0.55 1.20 -0.595
N 0.83 1.62 -0.90 -0.624
N -1.43 0.53 -1.44 -0.503
N -1.41 2.82 0.01 -0.542
N -0.35 -2.80 0.67 -0.517
N 1.76 -1.74 1.77 -0.519
N 1.30 -1.33 -0.79 -0.490
P -0.66 1.32 -0.17 0.616
P 0.58 -1.46 0.67 0.806
H 0.77 2.19 -1.74 0.269
H 1.50 2.03 -0.26 0.251
H -1.53 1.07 -2.28 0.260
H -2.33 0.17 -1.15 0.258
H -0.82 3.50 0.48 0.277
H -2.28 2.75 0.51 0.282
H -1.21 -2.73 0.13 0.274
H -0.52 -3.22 1.57 0.274
H 2.63 -1.26 1.59 0.279
H 1.50 -1.69 2.75 0.277
H 0.92 -1.94 -1.50 0.301
H 1.39 -0.37 -1.13 0.366

---

Record 2
5
Properties=species:S:1:pos:R:3:lowdin_spin:R:1 method="wB97M-V/def2-TZVPD" gap_ev="8.48 / 4.16" homo_ev="-5.51 / -5.59" s2=12.010 charge=-1 spin_multiplicity=7
Mn -0.05 0.06 0.44 4.741
Br -2.39 -0.49 1.28 0.146
Br -0.90 0.33 -2.17 0.900
Br 1.93 2.01 0.46 0.066
Br 1.41 -1.90 -0.02 0.146

---

Record 3
14
Properties=species:S:1:pos:R:3:mulliken_charge:R:1 method="wB97M-V/def2-TZVPD" gap_ev=12.15 homo_ev=-11.04 smiles=CC(C)C(F)F charge=0 de_lowest_ev=1.284
C 1.40 -0.55 -0.24 -1.224
C -0.08 0.03 -0.49 0.223
C -1.11 -0.94 0.44 -1.399
C -0.38 1.41 0.00 0.004
F -0.05 1.45 1.28 -0.252
F 0.48 2.22 -0.71 -0.286
H 1.40 -1.36 0.47 0.323
H 1.80 -0.92 -1.14 0.319
H 2.08 0.21 0.22 0.318
H -0.31 -0.18 -1.53 0.414
H -0.81 -2.03 0.33 0.361
H -2.04 -0.62 0.12 0.458
H -1.12 -0.61 1.46 0.367
H -1.26 1.88 -0.20 0.373

---

Record 4
113
Properties=species:S:1:pos:R:3:mulliken_charge:R:1 method="wB97M-V/def2-TZVPD" gap_ev=7.57 homo_ev=-10.14 charge=+1
Cd 16.23 -10.64 -9.50 2.479
Br 14.28 -11.50 -7.94 -0.990
C 21.09 -11.37 -14.15 -1.211
C 19.78 -12.26 -14.24 -0.174
O 18.72 -11.72 -13.50 -0.235
H 20.97 -10.38 -14.58 0.305
H 21.98 -11.81 -14.60 0.374
H 21.20 -11.13 -13.09 0.251
H 20.22 -13.18 -13.87 0.026
H 19.47 -12.40 -15.27 0.588
H 17.95 -11.86 -14.06 0.177
C 9.44 -9.32 -8.98 -1.383
C 10.77 -9.97 -8.44 0.197
O 11.68 -10.17 -9.54 -0.369
H 8.73 -9.15 -8.17 0.408
H 8.93 -9.94 -9.72 0.326
H 9.49 -8.31 -9.41 0.299
H 10.50 -10.91 -7.97 0.262
H 11.27 -9.40 -7.65 0.161
H 12.48 -10.48 -9.11 -0.164
C 15.08 -9.85 -3.21 -1.434
C 15.70 -8.77 -4.16 0.081
C 17.19 -8.96 -4.63 -0.538
O 17.60 -7.99 -5.49 -0.253
C 17.94 -6.77 -4.83 -0.865
N 14.81 -8.82 -5.32 -0.257
H 15.74 -9.91 -2.34 0.389
H 14.92 -10.81 -3.71 0.251
H 14.13 -9.46 -2.83 0.438
H 15.38 -7.77 -3.87 0.415
H 17.24 -9.83 -5.29 0.159
H 17.96 -9.08 -3.87 0.473
H 17.06 -6.31 -4.38 0.318
H 18.33 -6.12 -5.61 0.272
H 18.70 -6.70 -4.06 0.324
H 13.86 -8.93 -5.01 0.311
H 14.95 -9.65 -5.87 -0.101
C 19.88 -15.58 -10.86 -1.710
C 19.07 -14.60 -11.71 0.754
C 17.56 -15.14 -11.69 -1.038
O 16.69 -14.47 -12.57 -0.258
C 15.42 -15.10 -12.66 -0.618
N 19.30 -13.26 -11.22 -0.101
H 20.93 -15.31 -11.02 0.471
H 19.83 -16.61 -11.23 0.444
H 19.77 -15.57 -9.78 0.336
H 19.39 -14.58 -12.75 0.011
H 17.20 -15.22 -10.66 0.364
H 17.60 -16.19 -11.99 0.536
H 14.79 -14.65 -13.42 0.321
H 14.83 -14.89 -11.77 0.023
H 15.49 -16.18 -12.79 0.386
H 20.26 -13.11 -10.94 0.241
H 19.19 -12.59 -11.96 -0.218
C 12.92 -19.07 -8.26 -1.731
C 12.88 -17.76 -8.86 0.595
C 13.07 -16.59 -7.92 -0.460
O 12.21 -15.48 -8.18 -0.487
C 12.67 -14.68 -9.23 -0.513
N 13.88 -17.60 -9.91 -0.587
H 12.10 -19.22 -7.56 0.407
H 13.83 -19.22 -7.67 0.369
H 12.83 -19.98 -8.85 0.391
H 11.93 -17.65 -9.40 0.213
H 14.11 -16.28 -7.86 0.196
H 12.86 -16.80 -6.87 0.417
H 12.28 -13.67 -9.19 0.193
H 12.18 -15.13 -10.09 0.408
H 13.73 -14.49 -9.33 0.112
H 14.02 -16.63 -10.15 0.229
H 14.74 -18.01 -9.58 0.263
O 15.09 -9.00 -10.24 0.840
H 15.19 -8.15 -9.82 -0.161
H 14.29 -8.92 -10.76 -0.231
O 13.25 -6.65 -10.84 -0.617
H 13.07 -6.94 -9.95 0.319
H 12.78 -5.82 -10.92 0.262
O 15.81 -14.40 -6.91 -0.555
H 15.34 -13.73 -6.42 0.256
H 16.46 -14.75 -6.30 0.249
O 13.29 -7.54 -8.21 -0.583
H 13.16 -8.46 -7.97 0.097
H 13.73 -7.15 -7.45 0.244
O 18.54 -8.41 -12.69 -0.654
H 19.45 -8.37 -12.38 0.230
H 18.60 -8.25 -13.63 0.267
O 17.81 -10.17 -10.84 -0.030
H 18.23 -10.93 -11.25 -0.032
H 17.96 -9.45 -11.46 0.060
O 19.76 -10.03 -8.55 -0.545
H 20.45 -9.56 -8.09 0.232
H 20.23 -10.63 -9.14 0.200
O 15.39 -11.72 -11.36 -0.081
H 15.63 -12.22 -12.15 0.024
H 14.44 -11.69 -11.38 0.111
O 17.13 -9.38 -8.09 -0.174
H 16.93 -8.82 -7.35 0.175
H 18.08 -9.47 -8.08 0.170
O 12.75 -12.04 -11.51 -0.564
H 11.99 -12.47 -11.90 0.243
H 12.43 -11.18 -11.26 0.212
O 17.39 -12.34 -8.86 -0.351
H 17.22 -13.03 -8.22 0.179
H 18.08 -12.69 -9.42 0.094
O 16.40 -6.51 -9.20 -0.560
H 17.28 -6.17 -9.05 0.256
H 15.95 -6.38 -8.36 0.216
O 15.81 -7.84 -13.38 -0.690
H 16.70 -8.13 -13.17 0.273
H 15.77 -6.94 -13.05 0.325
O 13.38 -8.74 -12.71 -0.663
H 13.17 -7.93 -12.24 0.258
H 14.28 -8.62 -13.02 0.432

---

Number 1: E -1073.0366 Eh. Number 2: E -11447.2632 Eh. Number 3: E -356.9063 Eh. Number 4: E -4988.7467 Eh.